# 1
{"formula": "C30H20BrF5HgN6O4S2", "method": "the ωB97M-V functional and the def2-TZVPD basis", "species": ["Hg", "C", "O", "C", "C", "C", "Br", "C", "C", "C", "O", "C", "N", "C", "C", "C", "C", "C", "C", "N", "H", "H", "H", "H", "H", "H", "H", "H", "H", "H", "H", "F", "C", "C", "F", "C", "F", "C", "S", "C", "F", "C", "F", "N", "C", "C", "C", "C", "C", "C", "S", "O", "O", "N", "C", "N", "C", "C", "C", "N", "H", "H", "H", "H", "H", "H", "H", "H", "H"], "positions_angstrom": [[1.223, 1.606, 0.747], [1.582, -0.994, 3.670], [1.830, -1.154, 2.289], [1.509, -2.331, 1.725], [1.188, -3.480, 2.420], [0.898, -4.646, 1.714], [0.474, -6.222, 2.699], [0.919, -4.693, 0.346], [1.236, -3.529, -0.375], [1.532, -2.343, 0.310], [1.844, -1.207, -0.293], [1.234, -3.519, -1.831], [1.419, -2.445, -2.558], [1.296, -2.833, -3.873], [1.370, -2.090, -5.048], [1.205, -2.762, -6.244], [0.978, -4.143, -6.286], [0.892, -4.895, -5.128], [1.047, -4.217, -3.928], [1.014, -4.627, -2.611], [2.249, -1.621, 4.271], [0.539, -1.213, 3.910], [1.779, 0.053, 3.884], [1.153, -3.487, 3.499], [0.686, -5.619, -0.161], [1.685, -1.282, -1.268], [1.539, -1.021, -5.005], [1.253, -2.209, -7.173], [0.866, -4.629, -7.247], [0.711, -5.963, -5.155], [0.860, -5.566, -2.297], [2.846, 2.298, -6.525], [2.169, 2.007, -5.405], [2.844, 1.766, -4.223], [4.183, 1.835, -4.213], [2.150, 1.447, -3.072], [2.865, 1.227, -1.963], [0.752, 1.354, -3.032], [-0.155, 0.912, -1.638], [0.106, 1.616, -4.251], [-1.226, 1.547, -4.317], [0.786, 1.935, -5.409], [0.116, 2.177, -6.544], [-1.923, 5.860, 6.826], [-1.875, 5.343, 5.529], [-0.694, 5.415, 4.788], [-0.629, 4.853, 3.526], [-1.742, 4.224, 2.991], [-2.914, 4.128, 3.721], [-2.983, 4.693, 4.984], [-1.581, 3.425, 1.404], [-2.857, 3.449, 0.745], [-0.478, 4.080, 0.737], [-1.045, 1.962, 1.830], [-1.826, 0.864, 1.891], [-1.182, -0.323, 1.742], [-1.922, -1.417, 1.746], [-3.300, -1.406, 1.902], [-3.858, -0.155, 2.119], [-3.153, 0.961, 2.143], [-1.230, 6.560, 7.030], [-2.840, 6.095, 7.165], [0.172, 5.907, 5.217], [0.270, 4.904, 2.926], [-3.760, 3.616, 3.282], [-3.894, 4.623, 5.568], [-1.386, -2.354, 1.610], [-3.892, -2.309, 1.884], [-4.926, -0.036, 2.286]], "nbo_charge": [0.698, -0.255, -0.473, 0.272, -0.318, -0.094, 0.020, -0.233, -0.189, 0.400, -0.679, 0.406, -0.515, 0.175, -0.214, -0.229, -0.218, -0.238, 0.084, -0.534, 0.165, 0.192, 0.209, 0.235, 0.206, 0.537, 0.231, 0.214, 0.208, 0.208, 0.415, -0.304, 0.221, 0.301, -0.311, 0.280, -0.306, -0.273, -0.328, 0.307, -0.297, 0.257, -0.303, -0.807, 0.162, -0.271, -0.190, -0.282, -0.189, -0.270, 2.324, -0.944, -0.986, -1.006, 0.552, -0.524, 0.088, -0.386, 0.096, -0.504, 0.372, 0.373, 0.198, 0.241, 0.248, 0.199, 0.185, 0.212, 0.179], "s2": 0.76, "total_charge": -1, "gap_ev": [6.5, 6.0], "e_above_lowest_kcal_mol": 11.27, "multiplicity": 2}



# 2
{"formula": "C3H7NO2S2", "method": "the ωB97M-V functional and the def2-TZVPD basis", "species": ["C", "C", "C", "N", "O", "O", "S", "S", "H", "H", "H", "H", "H", "H", "H"], "positions_angstrom": [[0.760, -0.558, 0.725], [0.858, 0.977, 0.959], [0.029, 0.367, -1.381], [0.615, -0.749, -0.683], [-2.486, -0.807, -0.616], [-0.443, -0.941, 1.393], [-2.559, 0.516, 0.078], [-0.582, 1.451, -0.036], [1.653, -1.151, 1.186], [-0.991, -1.415, 0.735], [0.717, 1.352, 2.026], [1.869, 1.471, 0.604], [0.861, 0.805, -1.892], [-0.767, 0.346, -2.054], [0.466, -1.665, -1.046]], "nbo_charge": [0.226, -0.606, -0.332, -0.678, -0.971, -0.755, 0.606, 0.457, 0.189, 0.499, 0.263, 0.248, 0.204, 0.245, 0.405], "gap_ev": 7.5, "e_above_lowest_kcal_mol": 78.44}



# 3
{"formula": "C6H17NO3", "method": "the ωB97M-V functional and the def2-TZVPD basis", "species": ["C", "C", "C", "C", "C", "C", "N", "H", "H", "H", "H", "H", "H", "H", "H", "H", "H", "H", "H", "H", "O", "H", "H", "O", "H", "H", "O"], "positions_angstrom": [[0.691, 0.298, -2.000], [-0.374, -0.854, -1.896], [-1.447, -0.523, -0.963], [-2.269, -1.409, -0.418], [-1.832, 1.563, 0.299], [-1.694, 0.868, -0.813], [1.687, -0.028, -0.910], [1.067, 0.324, -3.020], [0.287, 1.416, -1.771], [0.131, -1.809, -1.657], [-0.897, -1.068, -2.926], [-2.356, -2.504, -0.757], [-3.121, -1.331, -0.024], [-1.950, 2.601, 0.324], [-1.886, 1.188, 1.317], [-1.880, 1.337, -1.780], [1.680, 0.439, -0.111], [2.626, -0.339, -1.209], [0.082, -1.977, 1.385], [1.263, -2.751, 0.869], [0.839, -2.466, 1.629], [1.626, 0.464, 1.753], [1.565, -0.742, 2.442], [2.123, 0.018, 2.498], [1.254, 2.795, 0.529], [1.138, 2.401, 2.117], [0.677, 2.460, 1.327]], "lowdin_charge": [-0.172, -0.125, -0.296, 0.209, 0.151, -0.106, 0.095, 0.111, 0.155, 0.134, 0.189, 0.153, 0.021, 0.081, 0.110, 0.151, -0.032, 0.124, 0.006, 0.015, 0.019, 0.002, -0.021, -0.051, 0.131, 0.004, -0.057], "s2": 0.77, "total_charge": 1, "gap_ev": [9.9, 4.7], "e_above_lowest_kcal_mol": 103.82, "multiplicity": 2}



# 4
{"formula": "C12H32N2O3PS2", "method": "the ωB97M-V functional and the def2-TZVPD basis", "species": ["O", "S", "O", "O", "P", "S", "H", "H", "C", "C", "N", "C", "C", "C", "C", "H", "H", "H", "H", "H", "H", "H", "H", "H", "H", "H", "H", "H", "H", "H", "C", "C", "N", "C", "C", "C", "C", "H", "H", "H", "H", "H", "H", "H", "H", "H", "H", "H", "H", "H", "H", "H"], "positions_angstrom": [[6.801, 1.002, 0.899], [6.768, -0.471, 0.861], [5.735, -0.967, 1.776], [6.483, -1.050, -0.535], [8.752, -1.161, 1.351], [8.898, -2.138, 3.034], [9.585, 0.002, 1.312], [9.211, -2.032, 0.320], [3.199, 0.319, -0.286], [1.839, -0.302, 0.000], [1.349, -1.147, -1.080], [-0.053, -1.503, -0.943], [-0.453, -2.368, 0.256], [2.234, -2.225, -1.499], [2.671, -3.243, -0.443], [3.191, 0.868, -1.231], [3.459, 1.022, 0.507], [3.990, -0.431, -0.325], [1.131, 0.521, 0.150], [1.893, -0.846, 0.953], [-0.392, -1.995, -1.861], [-0.633, -0.573, -0.894], [-0.145, -3.406, 0.126], [-1.543, -2.371, 0.359], [-0.040, -1.994, 1.194], [3.135, -1.778, -1.928], [1.776, -2.760, -2.339], [2.984, -2.770, 0.489], [3.526, -3.813, -0.818], [1.882, -3.963, -0.223], [-1.996, 2.111, 0.588], [-3.433, 2.605, 0.678], [-4.194, 2.396, -0.544], [-5.458, 3.119, -0.567], [-6.523, 2.727, 0.461], [-4.244, 1.030, -1.042], [-4.798, -0.052, -0.111], [-1.480, 2.552, -0.267], [-1.450, 2.394, 1.490], [-1.942, 1.023, 0.504], [-3.394, 3.678, 0.887], [-3.916, 2.133, 1.546], [-5.893, 3.048, -1.569], [-5.237, 4.183, -0.433], [-6.998, 1.778, 0.210], [-7.313, 3.482, 0.476], [-6.119, 2.661, 1.473], [-3.230, 0.737, -1.333], [-4.806, 1.010, -1.981], [-4.395, 0.021, 0.901], [-4.526, -1.039, -0.496], [-5.885, -0.023, -0.056]], "nbo_charge": [-0.991, 2.074, -0.968, -1.012, 0.541, -0.625, -0.009, -0.003, -0.626, -0.213, -0.457, -0.199, -0.636, -0.217, -0.638, 0.195, 0.221, 0.244, 0.180, 0.161, 0.182, 0.178, 0.201, 0.196, 0.210, 0.209, 0.180, 0.225, 0.216, 0.183, -0.618, -0.213, -0.452, -0.204, -0.635, -0.218, -0.638, 0.216, 0.216, 0.204, 0.193, 0.155, 0.189, 0.186, 0.199, 0.206, 0.205, 0.199, 0.193, 0.206, 0.213, 0.197], "total_charge": -1, "gap_ev": 7.8}



# 5
{"formula": "C4H15N5", "method": "the ωB97M-V functional and the def2-TZVPD basis", "species": ["C", "C", "C", "C", "N", "N", "N", "N", "N", "H", "H", "H", "H", "H", "H", "H", "H", "H", "H", "H", "H", "H", "H", "H"], "positions_angstrom": [[-0.011, -0.262, 0.634], [-0.178, 0.479, -0.632], [1.883, -0.644, 0.098], [-0.401, -0.273, -1.925], [-1.664, 1.454, -0.385], [0.141, 0.476, 1.816], [-0.781, -1.404, 0.849], [-2.904, 0.783, -0.190], [2.685, 0.502, 0.528], [-1.477, 1.997, 0.461], [0.479, 1.336, -0.729], [0.961, 1.090, 1.701], [-0.626, -1.876, 1.728], [0.318, -0.099, 2.632], [-1.613, -1.492, 0.288], [-2.909, 0.179, 0.637], [-3.129, 0.202, -0.994], [2.739, 1.194, -0.215], [3.644, 0.235, 0.742], [2.140, -0.994, -0.906], [2.074, -1.483, 0.772], [0.410, -0.066, -2.626], [-0.458, -1.362, -1.855], [-1.323, 0.028, -2.431]], "nbo_charge": [0.365, -0.078, -0.331, -0.652, -0.513, -0.851, -0.875, -0.664, -0.881, 0.346, 0.211, 0.397, 0.387, 0.360, 0.395, 0.318, 0.337, 0.353, 0.367, 0.166, 0.170, 0.223, 0.220, 0.228], "gap_ev": 7.9, "e_above_lowest_kcal_mol": 74.18}



no.,E (Eh)
1,-5807.939447
2,-1120.015255
3,-518.818861
4,-1949.407390
5,-435.050182